# 1
A single C5H11NO4 molecule in a non-equilibrium geometry. Source: OMol25; level of theory: the ωB97M-V functional and the def2-TZVPD basis.

The geometry in XYZ format:
```
21
Properties=species:S:1:pos:R:3:forces:R:3
C -2.02216 -0.33606 1.19311 -1.3 -0.5 1.6
C -1.60358 -0.70724 -0.21584 2.3 4.3 -0.6
C -0.08519 -0.85726 -0.37568 1.0 1.3 1.1
O 0.30470 -0.95791 -1.70808 -1.0 -0.4 -0.4
O 0.24926 -1.97974 0.41974 0.9 0.7 -1.1
C 0.63851 0.64382 0.22328 -0.6 -1.7 0.2
C 0.71150 1.86708 -0.60955 -1.3 1.8 -2.4
N 2.02241 0.16527 0.26855 1.8 0.3 0.7
O 2.32074 -0.64018 1.12398 0.2 -0.2 0.4
O 2.83674 0.55599 -0.58090 -0.9 -0.8 0.4
H -1.61450 0.57357 1.62523 0.0 0.5 -0.7
H -3.16028 -0.18313 1.30888 1.8 -0.7 -0.2
H -1.61075 -1.05320 1.96250 -0.9 0.1 -1.0
H -1.98467 -1.55479 -0.59281 -1.7 -3.3 -0.9
H -1.83367 0.06626 -1.00273 -0.2 -0.4 1.0
H 1.23802 -0.89292 -1.96222 -0.1 0.1 0.8
H 1.19605 -2.23006 0.27192 -1.1 0.4 0.3
H 0.13800 0.83640 1.20812 1.4 -0.6 -0.7
H 0.48553 1.65252 -1.71946 0.4 0.4 1.7
H 1.71072 2.32843 -0.56899 -0.4 -0.5 -0.1
H 0.06263 2.70317 -0.26904 -0.2 -0.9 -0.2
```
Forces are in eV/Å.

Charge: 0
LUMO in hartree: 0.004
SMILES: CCC(O)(O)[C@H](C)[N+](=O)[O-]

---

# 2
3 unconnected molecules or ions with the total composition C3H13N4 in a non-equilibrium geometry. Source: OMol25; level of theory: the ωB97M-V functional and the def2-TZVPD basis.

The geometry in XYZ format:
```
20
Properties=species:S:1:pos:R:3:forces:R:3
C 3.14745 1.77362 1.28096 -0.7 1.3 1.4
C -1.58997 0.07201 0.56448 0.3 1.7 -0.8
C 1.83959 1.78050 0.51662 2.5 -1.1 1.3
N -2.26568 -0.98932 0.32637 -1.4 -2.0 -0.2
N -1.26435 0.88502 -0.40393 0.1 3.7 -0.4
N 1.08500 0.78018 0.49779 -0.6 0.1 -0.8
N -1.49696 -2.96056 -2.08293 -0.1 0.4 -1.1
H 3.90606 2.27833 0.62712 -0.2 -0.6 1.2
H 2.81845 2.43802 2.17014 1.1 -0.3 -1.3
H 3.42709 0.83405 1.85508 -0.2 0.8 -1.5
H -1.27466 0.36433 1.55866 -0.3 -0.1 0.0
H -2.72641 -1.52009 1.07911 0.7 0.3 -0.8
H -2.48776 -1.19236 -0.66753 0.1 -0.4 1.0
H -1.28710 0.78903 -1.42573 -0.5 -0.7 0.9
H 1.67313 2.74552 0.05210 -0.8 0.1 -0.3
H 1.53742 -0.01684 0.91041 0.4 -0.3 0.5
H -0.94292 1.87822 -0.15413 -0.3 -2.6 -0.3
H -2.23048 -3.65031 -2.23973 -0.1 0.4 -0.6
H -0.96306 -2.79136 -2.97481 -1.0 -0.5 1.2
H -0.90484 -3.49798 -1.49003 1.0 -0.1 0.6
```
Forces are in eV/Å.

Charge: +1
LUMO in hartree: -0.103

---

# 3
A molecular structure, C4H9NO2 in a non-equilibrium geometry. Source: OMol25; level of theory: the ωB97M-V functional and the def2-TZVPD basis.

The geometry in XYZ format:
```
16
Properties=species:S:1:pos:R:3:forces:R:3
C 0.41087 0.19517 -1.04763 0.5 -0.5 1.2
C -0.95928 -1.34029 1.27266 0.1 0.0 0.1
C 1.55406 0.91040 -1.72729 -0.2 -0.1 0.1
N -1.50602 0.01318 1.07430 0.4 0.0 0.1
C -0.00992 -0.20848 1.42237 -1.0 0.1 -0.1
O -0.77073 0.77740 -1.15748 -1.0 -0.1 1.0
O 0.89249 0.18198 0.52013 -0.1 0.2 -1.2
H -1.41593 0.44508 -0.17992 1.1 0.3 -1.1
H -2.10966 0.38319 1.79616 0.1 -0.1 0.1
H 0.41136 -0.89140 -1.25491 0.1 0.2 0.0
H -1.27338 -1.87070 2.16363 0.0 0.0 0.0
H -0.94064 -1.93932 0.37160 0.0 0.0 0.0
H 0.24960 0.08692 2.43738 -0.1 -0.1 -0.1
H 2.50440 0.44505 -1.47263 0.0 0.0 0.0
H 1.40433 0.86036 -2.80625 0.0 0.0 0.0
H 1.55846 1.95147 -1.41212 0.0 0.0 0.0
```
Forces are in eV/Å.

Charge: 0
LUMO in hartree: 0.030

---

# 4
A single C5H9NO molecule in a non-equilibrium geometry. Source: OMol25; level of theory: the ωB97M-V functional and the def2-TZVPD basis.

The geometry in XYZ format:
```
16
Properties=species:S:1:pos:R:3:forces:R:3
C -1.75154 -0.27970 -1.47792 -0.2 0.0 -0.3
N -1.09093 -0.32338 -0.19467 -0.2 0.3 -0.2
C -0.87627 0.93334 0.49030 0.3 -0.3 0.5
C 0.25525 0.17758 -0.13166 1.0 -2.6 -0.8
C 1.30704 -0.91978 0.58587 -2.4 1.2 -1.3
C 2.07014 0.08443 1.23091 1.6 -0.1 3.0
O 3.25828 0.22394 1.15942 1.2 0.4 -0.8
H -2.83365 -0.31290 -1.32530 0.1 0.0 -0.1
H -1.45055 -1.15661 -2.05844 -0.1 0.1 0.0
H -1.50800 0.62310 -2.06317 0.0 -0.1 0.1
H -1.19857 1.85198 -0.00799 0.2 -0.2 0.0
H -1.03281 0.92046 1.56415 0.0 0.0 0.0
H 0.67600 0.62192 -1.03408 -0.1 -0.1 0.1
H 1.97163 -1.61707 0.06868 -0.5 0.5 -0.9
H 0.65117 -1.50212 1.21510 -0.1 0.1 0.5
H 1.55282 0.67481 1.97880 -0.7 0.7 0.2
```
Forces are in eV/Å.

Charge: 0
LUMO in hartree: 0.037
SMILES: CN1C[C@H]1CC=O

---

Results for orbital gap: 10.45 10.07 10.04 10.43 (in eV, following the order of the records).
Results for energy above the lowest of the compared OMol25 structures with the same formula, charge and spin: 502.0 234.5 306.8 318.2 (in kJ/mol, following the order of the records).
Results for E_tot: -15039.398 -9275.114 -9876.880 -8865.915 (in eV, following the order of the records).